# 1
Here is 2 unconnected molecules or ions with the total composition C4H12 in a non-equilibrium geometry from the OMol25 dataset. Energies are from ωB97M-V/def2-TZVPD.

Geometry as XYZ:
```
16
C4H12 ωB97M-V/def2-TZVPD
C -1.32945 1.43210 1.89140
C -0.88991 2.29735 0.70992
H -1.67573 2.05465 2.68596
H -2.19718 0.81225 1.65607
H -0.51227 0.79560 2.19385
H -1.54418 2.19344 -0.16609
H 0.11197 2.03069 0.38073
H -0.96252 3.38041 0.83782
C 0.56164 -2.32143 -1.50779
C 1.66822 -1.36175 -1.01296
H 0.86468 -3.34541 -1.27987
H -0.39043 -2.10607 -1.03045
H 0.49436 -2.31330 -2.59747
H 1.72238 -1.46714 0.06809
H 2.60798 -1.71676 -1.44010
H 1.47044 -0.36463 -1.38909
```

## Properties
- Electronic energy: -4342.220 eV
- Highest occupied orbital energy: -11.573 eV
- Frontier orbital gap: 12.66 eV
- Total charge: 0
- SMILES string: CC.CC
- Max |F|: 1.48 eV Å⁻¹
- Relative energy (zero: lowest compared OMol25 entry of this formula, charge and spin): 0.308 eV

=====

# 2
Here is 2 unconnected molecules or ions with the total composition C4H12 in a non-equilibrium geometry from the OMol25 dataset. Energies are from ωB97M-V/def2-TZVPD.

Geometry as XYZ:
```
16
C4H12 ωB97M-V/def2-TZVPD
C -1.39189 -0.13052 -1.94003
C -1.70802 1.21907 -1.30747
H -2.09431 -0.96988 -1.88070
H -1.12568 -0.09850 -3.00953
H -0.43672 -0.52594 -1.59683
H -1.18351 2.03680 -1.80404
H -1.44746 1.18269 -0.24451
H -2.78177 1.35796 -1.32985
C 1.02658 -0.47464 2.19537
C 2.06167 -0.62789 1.04804
H 1.51336 -0.40322 3.16953
H 0.52407 0.47619 2.01665
H 0.27172 -1.25071 2.18944
H 1.50291 -0.22039 0.20775
H 2.42899 -1.64477 0.96771
H 2.84006 0.07375 1.31847
```

## Properties
- Electronic energy: -4342.098 eV
- Highest occupied orbital energy: -11.551 eV
- Frontier orbital gap: 12.67 eV
- Total charge: 0
- SMILES string: CC.CC
- Max |F|: 2.03 eV Å⁻¹
- Relative energy (zero: lowest compared OMol25 entry of this formula, charge and spin): 0.430 eV

=====

# 3
Here is 2 unconnected molecules or ions with the total composition C4H12 in a non-equilibrium geometry from the OMol25 dataset. Energies are from ωB97M-V/def2-TZVPD.

Geometry as XYZ:
```
16
C4H12 ωB97M-V/def2-TZVPD
C 2.17450 0.98058 0.55271
C 1.17247 0.15747 1.40666
H 2.81180 0.31526 -0.01497
H 1.59263 1.64290 -0.07653
H 2.80416 1.53803 1.24602
H 0.53066 -0.43004 0.75534
H 1.73074 -0.57073 1.99189
H 0.57565 0.83024 2.01168
C -1.38431 0.12927 -1.12974
C -1.99755 -1.23911 -0.89384
H -2.08957 0.85258 -1.54993
H -1.03167 0.55409 -0.19658
H -0.55258 0.10645 -1.83367
H -2.88102 -1.21971 -0.24950
H -1.30630 -1.78668 -0.24919
H -2.14958 -1.86061 -1.77036
```

## Properties
- Electronic energy: -4342.349 eV
- Highest occupied orbital energy: -11.632 eV
- Frontier orbital gap: 12.80 eV
- Total charge: 0
- SMILES string: CC.CC
- Max |F|: 1.46 eV Å⁻¹
- Relative energy (zero: lowest compared OMol25 entry of this formula, charge and spin): 0.179 eV

=====

# 4
Here is 2 unconnected molecules or ions with the total composition C4H12 from the OMol25 dataset. Energies are from ωB97M-V/def2-TZVPD.

Geometry as XYZ:
```
16
C4H12 ωB97M-V/def2-TZVPD
C 1.48094 1.12419 0.06200
C 2.92140 1.02868 -0.44002
H 1.39595 0.57440 1.00335
H 1.20141 2.15533 0.28070
H 0.76697 0.73317 -0.66384
H 3.62674 1.28030 0.35139
H 3.16118 0.01394 -0.75328
H 3.10777 1.70595 -1.27164
C -1.81285 -1.49995 -0.31160
C -2.61420 -0.66483 0.68183
H -2.19573 -1.38965 -1.33198
H -0.76495 -1.19153 -0.35087
H -1.80840 -2.57825 -0.13065
H -3.21815 -1.27479 1.35032
H -3.29338 0.04681 0.21471
H -1.95468 -0.06378 1.30960
```

## Properties
- Electronic energy: -4342.397 eV
- Highest occupied orbital energy: -11.771 eV
- Frontier orbital gap: 12.93 eV
- Total charge: 0
- SMILES string: CC.CC
- Max |F|: 0.77 eV Å⁻¹
- Relative energy (zero: lowest compared OMol25 entry of this formula, charge and spin): 0.132 eV

=====

# 5
Here is 2 unconnected molecules or ions with the total composition C4H12 in a non-equilibrium geometry from the OMol25 dataset. Energies are from ωB97M-V/def2-TZVPD.

Geometry as XYZ:
```
16
C4H12 ωB97M-V/def2-TZVPD
C -0.79532 -1.69671 -0.31401
C -0.58080 -2.40505 -1.63488
H -0.63956 -2.29782 0.59380
H -0.00401 -0.95703 -0.27677
H -1.83092 -1.39651 -0.16675
H -1.14784 -3.29613 -1.88324
H 0.45842 -2.75276 -1.68903
H -0.67299 -1.66833 -2.43158
C 0.55728 1.48164 1.45225
C 0.83688 2.64081 0.51485
H 1.33088 1.24419 2.17910
H -0.37923 1.51321 2.01477
H 0.38689 0.62578 0.79962
H -0.10277 2.93157 0.03221
H 1.22116 3.56801 0.93758
H 1.48783 2.34672 -0.30456
```

## Properties
- Electronic energy: -4342.119 eV
- Highest occupied orbital energy: -11.498 eV
- Frontier orbital gap: 12.57 eV
- Total charge: 0
- SMILES string: CC.CC
- Max |F|: 1.34 eV Å⁻¹
- Relative energy (zero: lowest compared OMol25 entry of this formula, charge and spin): 0.409 eV

=====

# 6
Here is 2 unconnected molecules or ions with the total composition C4H12 in a non-equilibrium geometry from the OMol25 dataset. Energies are from ωB97M-V/def2-TZVPD.

Geometry as XYZ:
```
16
C4H12 ωB97M-V/def2-TZVPD
C -1.03042 1.07944 0.63722
C -1.70721 2.42392 0.62933
H -1.28516 0.27760 1.36046
H -1.16234 0.52403 -0.27480
H 0.02741 1.17206 0.48755
H -2.64043 2.25276 1.31312
H -1.03155 3.16764 1.01352
H -2.07722 2.72062 -0.36351
C 1.07628 -0.97895 -0.31300
C 1.52884 -2.32656 -0.88491
H 0.70225 -0.34791 -1.12445
H 0.56131 -1.25315 0.63068
H 2.04861 -0.49286 -0.09757
H 1.47699 -3.24253 -0.28452
H 0.86850 -2.62336 -1.74740
H 2.64416 -2.35277 -0.98171
```

## Properties
- Electronic energy: -4341.119 eV
- Highest occupied orbital energy: -11.149 eV
- Frontier orbital gap: 12.19 eV
- Total charge: 0
- SMILES string: CC.CC
- Max |F|: 3.04 eV Å⁻¹
- Relative energy (zero: lowest compared OMol25 entry of this formula, charge and spin): 1.409 eV

=====

# 7
Here is 2 unconnected molecules or ions with the total composition C4H12 in a non-equilibrium geometry from the OMol25 dataset. Energies are from ωB97M-V/def2-TZVPD.

Geometry as XYZ:
```
16
C4H12 ωB97M-V/def2-TZVPD
C 1.10039 0.01588 1.40606
C 1.47983 0.49288 2.74214
H 0.06531 -0.07440 1.16396
H 1.60634 0.59248 0.62339
H 1.43593 -0.93639 1.15599
H 2.43703 1.14150 2.62807
H 1.50791 -0.25499 3.45053
H 0.82232 1.24579 3.26544
C -1.19409 0.36731 -2.52706
C -1.34279 -0.88385 -1.57931
H -0.65041 1.01547 -1.83788
H -0.67789 0.32695 -3.51937
H -2.17493 0.73689 -2.92499
H -2.09527 -0.54249 -0.77691
H -1.92567 -1.77680 -2.35440
H -0.61073 -1.42729 -1.12477
```

## Properties
- Electronic energy: -4340.626 eV
- Highest occupied orbital energy: -10.911 eV
- Frontier orbital gap: 11.98 eV
- Total charge: 0
- SMILES string: CC.CC
- Max |F|: 7.51 eV Å⁻¹
- Relative energy (zero: lowest compared OMol25 entry of this formula, charge and spin): 1.902 eV

=====

# 8
Here is 2 unconnected molecules or ions with the total composition C4H12 in a non-equilibrium geometry from the OMol25 dataset. Energies are from ωB97M-V/def2-TZVPD.

Geometry as XYZ:
```
16
C4H12 ωB97M-V/def2-TZVPD
C 0.87580 1.78610 2.31387
C 0.03326 1.25374 1.09425
H 0.98951 0.89176 2.93947
H 1.89126 2.10673 2.12149
H 0.25947 2.46393 2.89725
H 0.00047 1.98566 0.29330
H -0.97383 1.15832 1.47473
H 0.57204 0.37035 0.78692
C -0.09308 -1.67134 -1.04440
C -0.77289 -1.32394 -2.36780
H -0.78986 -1.56800 -0.22054
H 0.26702 -2.69460 -1.05396
H 0.72424 -0.96249 -0.94759
H -1.86817 -1.36146 -2.33102
H -0.58840 -2.07128 -3.14886
H -0.52683 -0.36346 -2.80711
```

## Properties
- Electronic energy: -4342.039 eV
- Highest occupied orbital energy: -11.583 eV
- Frontier orbital gap: 12.76 eV
- Total charge: 0
- SMILES string: CC.CC
- Max |F|: 2.45 eV Å⁻¹
- Relative energy (zero: lowest compared OMol25 entry of this formula, charge and spin): 0.489 eV

=====

# 9
Here is 2 unconnected molecules or ions with the total composition C4H12 in a non-equilibrium geometry from the OMol25 dataset. Energies are from ωB97M-V/def2-TZVPD.

Geometry as XYZ:
```
16
C4H12 ωB97M-V/def2-TZVPD
C 2.15558 -0.64202 -0.94659
C 1.43245 0.33461 -1.81398
H 1.85144 -0.66171 0.10130
H 2.13616 -1.68484 -1.27060
H 3.22502 -0.42157 -0.85517
H 1.83432 0.46074 -2.82288
H 1.61053 1.37178 -1.49326
H 0.35677 0.21502 -1.76624
C -2.24756 0.32361 1.97659
C -1.35556 -0.06012 0.76180
H -3.18505 -0.22716 1.85825
H -1.85285 0.06407 2.95086
H -2.51815 1.37722 1.91308
H -0.63725 -0.77588 1.13826
H -0.86156 0.80268 0.32138
H -1.94429 -0.47644 -0.05281
```

## Properties
- Electronic energy: -4342.170 eV
- Highest occupied orbital energy: -11.500 eV
- Frontier orbital gap: 12.67 eV
- Total charge: 0
- SMILES string: CC.CC
- Max |F|: 1.72 eV Å⁻¹
- Relative energy (zero: lowest compared OMol25 entry of this formula, charge and spin): 0.358 eV

=====

# 10
Here is 2 unconnected molecules or ions with the total composition C4H12 in a non-equilibrium geometry from the OMol25 dataset. Energies are from ωB97M-V/def2-TZVPD.

Geometry as XYZ:
```
16
C4H12 ωB97M-V/def2-TZVPD
C 1.88281 1.94249 0.60757
C 1.47263 0.61713 1.29675
H 1.42671 2.69251 1.33478
H 2.94455 1.99160 0.67561
H 1.51985 1.91644 -0.42073
H 2.02311 0.50205 2.21600
H 0.45245 0.53520 1.74300
H 1.49426 -0.21358 0.68988
C -2.08580 -1.17784 -1.65911
C -1.24785 -1.25388 -0.33415
H -3.12675 -0.85813 -1.57113
H -1.66110 -0.26361 -2.38125
H -2.02340 -2.09244 -2.16750
H -1.70987 -0.73402 0.48977
H -0.10841 -1.20007 -0.39447
H -1.25318 -2.40384 -0.12502
```

## Properties
- Electronic energy: -4341.192 eV
- Highest occupied orbital energy: -10.942 eV
- Frontier orbital gap: 12.05 eV
- Total charge: 0
- SMILES string: CC.CC
- Max |F|: 4.87 eV Å⁻¹
- Relative energy (zero: lowest compared OMol25 entry of this formula, charge and spin): 1.337 eV

=====

# 11
Here is 2 unconnected molecules or ions with the total composition C4H12 from the OMol25 dataset. Energies are from ωB97M-V/def2-TZVPD.

Geometry as XYZ:
```
16
C4H12 ωB97M-V/def2-TZVPD
C -1.71218 2.47288 -0.36535
C -1.01608 1.44796 0.52897
H -2.78861 2.48462 -0.21661
H -1.32513 3.47497 -0.18940
H -1.57429 2.23024 -1.41589
H -0.60228 1.86409 1.44399
H -1.66702 0.62678 0.82338
H -0.17133 0.98888 0.02977
C 1.19449 -1.82190 0.66653
C 1.52514 -2.08976 -0.78902
H 1.50774 -2.65148 1.28842
H 1.69000 -0.90866 1.00832
H 0.12542 -1.65148 0.77529
H 2.60200 -2.15639 -0.99480
H 1.15399 -1.29860 -1.44852
H 1.05815 -3.01214 -1.14508
```

## Properties
- Electronic energy: -4342.434 eV
- Highest occupied orbital energy: -11.834 eV
- Frontier orbital gap: 12.96 eV
- Total charge: 0
- SMILES string: CC.CC
- Max |F|: 0.70 eV Å⁻¹
- Relative energy (zero: lowest compared OMol25 entry of this formula, charge and spin): 0.094 eV

=====

# 12
Here is 2 unconnected molecules or ions with the total composition C4H12 in a non-equilibrium geometry from the OMol25 dataset. Energies are from ωB97M-V/def2-TZVPD.

Geometry as XYZ:
```
16
C4H12 ωB97M-V/def2-TZVPD
C 1.25816 -1.29424 0.66495
C 1.93892 -1.60602 -0.73723
H 1.69451 -0.31408 1.04744
H 0.24501 -1.22173 0.49539
H 1.51279 -2.25091 1.35693
H 2.50361 -0.72015 -0.88174
H 1.21443 -1.84757 -1.47230
H 2.61256 -2.44003 -0.81017
C -1.77560 1.03729 -0.62451
C -1.50621 1.91782 0.67083
H -1.90806 -0.01982 -0.19671
H -2.64888 1.49132 -1.10770
H -0.94255 1.01711 -1.36002
H -2.42398 1.92239 1.17030
H -0.75311 1.44008 1.35562
H -1.02159 2.88855 0.42891
```

## Properties
- Electronic energy: -4341.445 eV
- Highest occupied orbital energy: -11.340 eV
- Frontier orbital gap: 12.48 eV
- Total charge: 0
- SMILES string: CC.CC
- Max |F|: 4.67 eV Å⁻¹
- Relative energy (zero: lowest compared OMol25 entry of this formula, charge and spin): 1.083 eV